Record 1
58
Properties=species:S:1:pos:R:3 method="wB97M-V/def2-TZVPD" de_lowest_kcal_mol=67.0 smiles="COc1ccc(OC)c(S(=O)(=O)N2CCC(C(=O)NCCc3ccccc3)CC2)c1" e_lumo_ev=0.599 homo_lumo_gap_ev=8.9 e_tot_ha=-1739.01861
C 3.86 3.81 -4.57
O 4.73 3.77 -3.46
C 4.51 2.83 -2.50
C 5.40 2.80 -1.43
C 5.26 1.89 -0.40
C 4.22 0.96 -0.41
O 3.97 0.03 0.54
C 4.89 -0.09 1.61
C 3.34 1.00 -1.49
S 2.00 -0.19 -1.55
O 2.53 -1.52 -1.48
O 1.19 0.15 -2.69
N 1.21 0.15 -0.11
C 0.24 1.22 -0.20
C -1.13 0.72 -0.66
C -1.60 -0.43 0.22
C -2.94 -0.97 -0.27
O -3.40 -0.74 -1.36
N -3.55 -1.78 0.63
C -4.86 -2.34 0.41
C -5.95 -1.53 1.13
C -5.69 -1.50 2.61
C -6.14 -2.53 3.43
C -5.86 -2.54 4.78
C -5.11 -1.51 5.34
C -4.66 -0.48 4.53
C -4.95 -0.48 3.18
C -0.54 -1.54 0.21
C 0.80 -0.98 0.68
C 3.46 1.91 -2.52
H 4.24 4.61 -5.20
H 3.88 2.87 -5.12
H 2.84 4.03 -4.26
H 6.21 3.51 -1.42
H 5.98 1.90 0.40
H 5.89 -0.32 1.25
H 4.92 0.82 2.22
H 4.52 -0.91 2.21
H 0.16 1.68 0.79
H 0.64 1.96 -0.90
H -1.85 1.54 -0.64
H -1.04 0.37 -1.69
H -1.72 -0.07 1.25
H -3.18 -1.86 1.57
H -5.04 -2.31 -0.67
H -4.87 -3.38 0.76
H -5.96 -0.52 0.73
H -6.92 -1.99 0.92
H -6.73 -3.34 3.00
H -6.22 -3.34 5.41
H -4.89 -1.51 6.39
H -4.08 0.33 4.96
H -4.60 0.33 2.55
H -0.43 -1.91 -0.81
H -0.84 -2.37 0.84
H 0.73 -0.65 1.72
H 1.59 -1.72 0.59
H 2.73 1.85 -3.31

---

Record 2
13
Properties=species:S:1:pos:R:3 method="wB97M-V/def2-TZVPD" de_lowest_kcal_mol=58.1 smiles="O=CN1C[C@@H]1C(=O)O" e_lumo_ev=0.284 homo_lumo_gap_ev=10.7 e_tot_ha=-435.82791
O 0.35 2.33 -2.00
C 0.71 1.24 -1.49
N 0.09 0.68 -0.32
C -1.26 0.37 0.08
C -0.13 -0.64 -0.10
C 0.47 -1.33 1.10
O 0.28 -2.54 1.36
O 1.13 -0.58 1.95
H 1.47 0.41 -1.76
H -1.63 0.60 1.03
H -2.19 0.34 -0.61
H -0.38 -1.34 -0.97
H 1.09 0.46 1.73

---

Record 3
10
Properties=species:S:1:pos:R:3 method="wB97M-V/def2-TZVPD" de_lowest_kcal_mol=168.3 e_lumo_ev=-0.468 homo_lumo_gap_ev=8.8 e_tot_ha=-590.78320
C 0.49 -0.39 0.48
C 0.19 1.05 0.11
C 0.04 2.13 -0.41
C -0.57 -1.26 -0.07
C -1.82 -1.51 -0.29
H 3.14 -0.36 0.47
H 0.71 -0.56 1.49
H -0.92 3.04 -0.47
H -3.25 -1.31 -0.88
S 2.00 -0.83 -0.43

---

Record 4
28
Properties=species:S:1:pos:R:3 method="wB97M-V/def2-TZVPD" charge=+1 de_lowest_kcal_mol=0.0 multiplicity=2 e_lumo_ev="-4.709 / -8.947" s2=0.759 homo_lumo_gap_ev="8.6 / 4.4" e_tot_ha=-668.42983
O 3.52 -0.48 -1.59
C 2.95 -1.28 -0.95
C 1.38 -1.31 -0.82
C 0.92 -2.55 -0.07
C -0.56 -2.81 0.12
O 1.74 -2.57 1.13
N 0.97 -0.11 -0.17
H 3.48 -2.01 -0.31
H 1.00 -1.26 -1.85
H 1.36 -3.40 -0.61
H -0.72 -3.60 0.84
H -0.95 -3.09 -0.86
H -1.11 -1.90 0.36
H 1.18 -2.60 1.92
H 0.84 -0.08 0.85
H 1.62 0.66 -0.34
H -0.80 1.26 -1.57
H -1.26 0.33 -0.52
O -1.56 1.13 -0.98
H -2.56 3.78 0.77
H -3.03 2.89 -0.32
O -3.26 3.14 0.58
H 0.18 4.23 -0.99
H 0.68 4.45 0.42
O 0.48 3.75 -0.21
H -2.95 1.25 1.80
H -1.48 1.11 1.30
O -2.05 1.06 2.07

---

Record 5
15
Properties=species:S:1:pos:R:3 method="wB97M-V/def2-TZVPD" de_lowest_kcal_mol=114.0 e_lumo_ev=0.660 homo_lumo_gap_ev=9.8 e_tot_ha=-433.14116
C 2.07 -0.60 0.56
C 0.95 0.12 -0.10
N 0.13 -0.67 -0.91
C -1.13 -0.82 -0.73
N -1.98 -0.21 0.13
O -1.53 0.48 1.23
N 0.91 1.41 -0.01
O -0.19 1.98 -0.65
H 2.60 -1.19 -0.18
H 1.68 -1.26 1.34
H 2.78 0.09 1.02
H -1.71 -1.42 -1.45
H -2.88 -0.66 0.30
H -1.28 1.34 0.86
H -0.42 1.41 -1.42

---

Record 6
8
Properties=species:S:1:pos:R:3 method="wB97M-V/def2-TZVPD" de_lowest_kcal_mol=63.2 e_lumo_ev=-0.367 homo_lumo_gap_ev=9.8 e_tot_ha=-5338.64957
C -2.13 -0.24 -0.86
C 1.19 -1.28 0.65
C -1.44 0.60 -0.35
O 0.44 -1.04 1.50
Br 2.98 0.93 -0.09
Br -0.59 2.14 0.17
H -2.46 -1.03 -1.31
H 2.00 -0.07 0.28

---

Record 7
35
Properties=species:S:1:pos:R:3 method="wB97M-V/def2-TZVPD" de_lowest_kcal_mol=67.1 smiles=C.C.C.C.C.C.C e_lumo_ev=0.688 homo_lumo_gap_ev=12.5 e_tot_ha=-283.32564
C -2.53 0.77 -3.27
H -1.55 0.48 -3.86
H -3.17 -0.14 -3.42
H -2.84 1.25 -2.28
H -2.92 1.59 -3.99
C -2.25 4.06 -1.98
H -2.30 2.95 -2.01
H -3.23 4.41 -2.29
H -2.12 4.51 -0.93
H -1.32 4.20 -2.51
C -1.03 2.42 0.68
H -0.57 2.53 -0.31
H -1.77 3.26 0.84
H -1.59 1.54 0.54
H -0.19 2.43 1.46
C 6.54 -1.55 0.93
H 5.51 -1.64 0.63
H 7.18 -1.08 0.10
H 6.50 -0.80 1.90
H 6.90 -2.45 1.24
C 2.23 -3.06 4.67
H 2.73 -2.19 4.42
H 1.93 -3.17 5.68
H 1.55 -3.51 3.90
H 3.10 -3.54 4.39
C 2.69 -0.42 0.02
H 2.05 -1.05 0.57
H 2.15 0.04 -0.69
H 3.09 0.36 0.67
H 3.53 -0.86 -0.40
C -5.68 -2.26 -0.89
H -6.11 -1.34 -1.26
H -4.63 -2.23 -1.37
H -5.58 -2.47 0.23
H -6.28 -3.03 -1.43

---

Record 8
35
Properties=species:S:1:pos:R:3 method="wB97M-V/def2-TZVPD" charge=-2 de_lowest_kcal_mol=0.0 multiplicity=3 e_lumo_ev="5.013 / 5.002" s2=2.062 homo_lumo_gap_ev="3.5 / 6.0" e_tot_ha=-1494.11324
Pt -0.16 1.53 -0.89
O -1.45 2.83 -0.08
C -1.86 2.79 1.17
C -2.73 3.81 1.59
C -3.20 3.93 2.89
C -2.81 2.99 3.85
C -1.98 1.96 3.47
C -1.50 1.79 2.14
C -0.69 0.65 1.87
N -0.14 0.35 0.69
N 0.57 -0.78 0.55
C 1.21 -0.81 -0.59
O 1.23 0.17 -1.47
C 2.03 -1.99 -0.88
C 1.81 -3.22 -0.25
C 2.62 -4.31 -0.52
C 3.67 -4.21 -1.44
C 3.88 -3.00 -2.09
C 3.07 -1.91 -1.82
H -3.01 4.54 0.83
H -3.88 4.74 3.15
H -3.15 3.07 4.87
H -1.68 1.22 4.21
H -0.50 -0.06 2.67
H 0.99 -3.30 0.46
H 2.42 -5.26 -0.03
H 4.31 -5.06 -1.64
H 4.68 -2.91 -2.81
H 3.21 -0.96 -2.33
Cl 0.06 2.94 -2.77
C -1.39 -0.30 -3.00
O -1.66 0.07 -1.69
H -1.88 -1.27 -3.20
H -0.32 -0.45 -3.19
H -1.76 0.42 -3.75

---

Record 9
67
Properties=species:S:1:pos:R:3 method="wB97M-V/def2-TZVPD" charge=-1 multiplicity=5 e_lumo_ev="2.379 / 2.377" s2=6.014 homo_lumo_gap_ev="5.2 / 5.3" e_tot_ha=-4466.96327
Fe 0.07 -0.30 0.22
C -3.96 3.50 0.24
N -3.59 2.12 0.02
C -4.66 1.15 -0.13
C -2.31 1.69 0.00
O -2.02 0.51 -0.14
C -1.24 2.77 0.07
O -0.02 2.19 0.46
C 1.11 2.59 -0.28
C 1.19 1.76 -1.54
O 0.33 0.92 -1.75
N 2.22 1.98 -2.37
C 2.39 1.12 -3.53
C 3.27 2.94 -2.06
H -5.04 3.57 0.27
H -3.60 4.15 -0.56
H -3.57 3.85 1.20
H -5.25 1.37 -1.03
H -5.33 1.17 0.74
H -4.22 0.16 -0.21
H -1.51 3.53 0.80
H -1.17 3.23 -0.92
H 1.97 2.37 0.35
H 1.09 3.67 -0.49
H 1.57 0.42 -3.55
H 3.33 0.56 -3.45
H 2.40 1.71 -4.45
H 3.64 2.81 -1.04
H 2.92 3.97 -2.18
H 4.10 2.77 -2.75
C 1.76 -4.46 -1.02
C 1.58 -3.03 -0.57
S -0.04 -2.37 -0.78
C 2.61 -2.33 -0.07
C 3.95 -3.00 0.14
S 2.53 -0.63 0.36
H 0.83 -4.83 -1.45
H 2.05 -5.11 -0.19
H 2.54 -4.53 -1.79
H 4.44 -3.23 -0.81
H 3.83 -3.95 0.68
H 4.61 -2.35 0.72
S -2.20 2.47 3.53
P -0.58 1.35 3.76
S -0.40 -0.39 2.80
C -0.34 1.00 5.55
C -0.52 2.04 6.46
C -0.27 1.85 7.81
C 0.15 0.61 8.26
C 0.32 -0.43 7.37
C 0.07 -0.24 6.01
C 0.95 2.36 3.54
C 0.89 3.75 3.55
C 2.04 4.50 3.37
C 3.27 3.86 3.20
C 3.33 2.47 3.21
C 2.17 1.72 3.38
H -0.87 3.01 6.10
H -0.41 2.67 8.51
H 0.36 0.46 9.32
H 0.65 -1.40 7.72
H 0.19 -1.04 5.30
H -0.07 4.24 3.68
H 1.99 5.58 3.36
H 4.17 4.44 3.06
H 4.28 1.96 3.07
H 2.21 0.64 3.35

---

Record 10
6
Properties=species:S:1:pos:R:3 method="wB97M-V/def2-TZVPD" de_lowest_kcal_mol=106.2 multiplicity=7 e_lumo_ev="-0.802 / -3.884" s2=12.088 homo_lumo_gap_ev="6.5 / 3.8" e_tot_ha=-1377.99481
C 1.08 0.01 -0.07
C 0.73 0.69 0.92
H 0.93 1.28 1.80
O -2.16 -0.21 -0.17
Mn -1.15 -1.09 -1.48
O 0.57 -0.68 -1.01

---

Record 11
14
Properties=species:S:1:pos:R:3 method="wB97M-V/def2-TZVPD" de_lowest_kcal_mol=120.8 e_lumo_ev="-0.744 / -0.744" homo_lumo_gap_ev="8.0 / 8.0" e_tot_ha=-486.99756
O 3.12 1.18 0.04
C 2.21 0.40 0.07
C 0.89 1.02 0.56
N -0.20 1.42 0.06
C -1.20 0.91 -0.62
C -1.79 -0.35 -0.50
C -1.23 -1.37 0.24
N 0.07 -1.24 0.39
N 1.12 -1.56 -0.19
N 2.20 -0.93 -0.20
H 1.15 1.53 1.51
H -1.61 1.76 -1.21
H -2.82 -0.64 -0.82
H -1.91 -2.15 0.67

---

Record 12
12
Properties=species:S:1:pos:R:3 method="wB97M-V/def2-TZVPD" de_lowest_kcal_mol=121.3 e_lumo_ev=-0.744 homo_lumo_gap_ev=8.2 e_tot_ha=-360.47607
O -2.49 0.85 -0.11
C -1.61 0.06 0.08
C -0.32 0.08 -0.73
C 0.79 0.98 -0.21
N 1.84 0.11 0.03
C 1.47 -1.08 -0.34
O 0.25 -1.26 -0.78
H -1.67 -0.73 0.85
H -0.53 0.39 -1.76
H 0.22 1.49 1.37
H -0.06 1.07 1.94
H 2.12 -1.96 -0.34